# 1
Formula: C5H10N3
Source: OMol25
Level of theory: wB97M-V/def2-TZVPD

Calculated values
Highest occupied orbital energy in eV: -13.41
Kohn-Sham gap in eV: 6.917
SMILES: NCCC1=[NH+]CN=C1
Energy in eV: -9808.7548
Relative energy (zero: lowest compared OMol25 entry of this formula, charge and spin) in eV: 2.993
Net charge: +1
2S+1: 1

Each line ends with the natural charge from an NBO analysis.
Geometry (Å):
N -1.898 -1.171 0.247  -0.849
C -2.067 0.199 -0.290  -0.207
C -0.883 1.108 0.079  -0.511
C 0.422 0.414 -0.075  0.450
N 1.546 0.719 0.642  -0.499
C 2.525 -0.360 0.243  -0.146
N 2.011 -1.094 -0.867  -0.173
C 0.776 -0.705 -0.898  -0.040
H -1.110 -1.347 0.843  0.353
H -2.741 -1.427 0.729  0.391
H -1.980 0.143 -1.380  0.186
H -3.033 0.586 0.014  0.235
H -0.881 1.460 1.115  0.264
H -0.892 2.002 -0.553  0.290
H 2.072 1.583 0.513  0.461
H 2.573 -0.933 1.179  0.278
H 3.522 0.015 -0.006  0.254
H 0.039 -1.193 -1.533  0.261

=====

# 2
Formula: C33H57CaN4OP2S
Source: OMol25
Level of theory: wB97M-V/def2-TZVPD

Calculated values
Highest occupied orbital energy in eV: -8.19
Kohn-Sham gap in eV: 5.523
Energy in eV: -91001.9048
Relative energy (zero: lowest compared OMol25 entry of this formula, charge and spin) in eV: 0.329
Net charge: +1
2S+1: 1

Each line ends with the Mulliken charge.
Geometry (Å):
C -2.114 1.253 -1.952  -0.507
C -2.070 -1.010 -1.335  0.111
C -3.266 1.073 -2.712  -0.974
C -3.327 -1.195 -1.973  -1.573
C -3.920 -0.159 -2.661  -0.810
H -3.651 1.915 -3.282  0.487
H -3.747 -2.197 -1.959  0.490
H -4.866 -0.301 -3.172  0.399
N -1.570 0.267 -1.217  1.348
P -0.563 2.967 -0.355  1.059
P 0.179 -2.686 -0.332  0.339
C -1.418 2.617 -1.972  -0.943
H -0.677 2.628 -2.788  0.653
H -2.137 3.413 -2.223  0.365
C -1.383 -2.195 -0.938  -0.579
H -2.047 -3.060 -1.040  0.406
C 0.719 -3.863 -1.797  1.895
C -0.167 -3.673 1.319  2.243
C 1.010 3.968 -0.797  2.144
C -1.978 3.891 0.530  1.581
C 2.255 -3.796 -1.808  -1.490
H 2.694 -4.140 -0.860  0.293
H 2.655 -4.427 -2.617  0.536
H 2.595 -2.766 -1.977  -0.020
C 0.225 -5.302 -1.639  -2.012
H 0.616 -5.803 -0.746  0.351
H -0.872 -5.350 -1.637  0.367
H 0.562 -5.883 -2.512  0.541
C 0.139 -3.333 -3.115  -1.582
H 0.532 -3.931 -3.952  0.598
H -0.956 -3.394 -3.137  0.363
H 0.416 -2.287 -3.282  -0.041
C 1.163 -4.315 1.741  -1.742
H 1.934 -3.548 1.907  0.203
H 1.010 -4.856 2.687  0.522
H 1.548 -5.034 1.008  0.268
C -0.588 -2.678 2.411  -1.660
H 0.174 -1.901 2.572  -0.111
H -1.554 -2.202 2.203  0.179
H -0.691 -3.229 3.360  0.682
C -1.292 -4.696 1.165  -1.833
H -1.101 -5.452 0.400  0.282
H -1.401 -5.225 2.124  0.547
H -2.248 -4.209 0.939  0.305
C -1.500 4.180 1.961  -1.439
H -2.283 4.753 2.476  0.519
H -1.332 3.250 2.521  0.066
H -0.575 4.772 1.984  0.194
C -3.201 2.957 0.597  -1.597
H -3.628 2.750 -0.391  0.290
H -2.956 2.006 1.086  0.080
H -3.976 3.451 1.202  0.597
C -2.353 5.189 -0.194  -1.594
H -3.313 5.540 0.214  0.512
H -1.621 5.985 -0.027  0.371
H -2.490 5.062 -1.275  0.193
C 1.320 3.832 -2.295  -1.950
H 0.554 4.309 -2.923  0.391
H 2.278 4.329 -2.510  0.609
H 1.429 2.777 -2.587  -0.043
C 2.175 3.344 0.005  -1.635
H 2.358 2.290 -0.269  0.174
H 3.091 3.903 -0.229  0.587
H 2.017 3.397 1.094  0.183
C 0.880 5.451 -0.440  -1.887
H 0.125 5.961 -1.051  0.380
H 0.668 5.620 0.624  0.286
H 1.846 5.935 -0.656  0.517
Ca 0.235 0.247 0.444  1.372
C -1.411 0.723 2.391  0.083
O -2.155 0.651 3.271  -0.200
N 1.312 -0.252 -1.476  -0.296
C 1.641 -0.594 -2.551  -1.011
C 2.595 -0.476 -3.746  2.685
C 2.197 -1.449 -4.849  -1.833
C 2.567 0.949 -4.305  -1.870
C 4.007 -0.787 -3.242  -1.606
H 2.268 -2.486 -4.493  0.271
H 1.176 -1.228 -5.193  0.435
H 2.867 -1.357 -5.714  0.503
H 2.952 1.664 -3.566  0.369
H 3.224 1.011 -5.187  0.521
H 1.552 1.240 -4.616  0.366
H 4.730 -0.673 -4.059  0.437
H 4.280 -0.086 -2.441  0.312
H 4.081 -1.814 -2.862  0.468
C 2.388 -1.816 4.861  -0.738
N 1.893 -0.459 4.646  0.119
C 1.386 0.373 5.631  -0.364
C 1.003 1.530 5.035  -0.489
N 1.256 1.370 3.682  0.273
C 1.826 0.145 3.430  0.124
S 2.399 -0.465 1.944  -0.227
H 1.597 -2.560 4.686  0.247
H 3.220 -2.008 4.175  0.327
H 2.728 -1.893 5.899  0.344
H 1.362 0.067 6.663  0.446
H 0.580 2.436 5.436  0.443
H 1.141 2.085 2.972  0.007

=====

# 3
Formula: C6H10O
Source: OMol25
Level of theory: wB97M-V/def2-TZVPD

Calculated values
Highest occupied orbital energy in eV: -8.61
Kohn-Sham gap in eV: 8.754
SMILES: C=CC(=C)C=C.O
Energy in eV: -8427.3362
Relative energy (zero: lowest compared OMol25 entry of this formula, charge and spin) in eV: 3.904
2S+1: 1

Each line ends with the natural charge from an NBO analysis.
Geometry (Å):
C -0.363 0.570 1.380  -0.347
C 0.165 -0.233 0.431  -0.240
C 0.683 0.221 -0.854  -0.049
C 1.394 -0.562 -1.705  -0.376
C -0.016 1.483 -1.456  -0.215
C 0.153 2.095 -2.715  -0.417
H -0.965 -0.020 2.142  0.197
H -0.507 1.679 1.521  0.213
H -0.194 -1.186 0.434  0.203
H 1.248 -0.323 -2.774  0.218
H 1.390 -1.554 -1.341  0.196
H -1.004 1.841 -1.086  0.208
H 1.192 2.500 -3.165  0.212
H -0.738 2.676 -3.100  0.197
O -0.481 -2.900 4.131  -0.941
H -0.750 -3.488 3.422  0.471
H -1.204 -2.799 4.735  0.470

=====

# 4
Formula: C7H16N2
Source: OMol25
Level of theory: wB97M-V/def2-TZVPD

Calculated values
Highest occupied orbital energy in eV: -9.09
Kohn-Sham gap in eV: 9.971
SMILES: C=C[C@@H](N)CC(C)(C)N
Energy in eV: -10498.1271
Relative energy (zero: lowest compared OMol25 entry of this formula, charge and spin) in eV: 1.130
2S+1: 1

Each line ends with the natural charge from an NBO analysis.
Geometry (Å):
C 2.161 1.150 -2.332  -0.417
C 2.133 1.336 -1.024  -0.160
C 1.187 0.716 0.074  -0.096
N 0.855 1.786 0.982  -0.832
C 0.032 0.035 -0.636  -0.414
C -1.011 -0.763 0.284  0.126
C -0.289 -1.815 1.139  -0.630
C -1.889 0.117 1.174  -0.616
N -1.926 -1.387 -0.675  -0.841
H 1.459 0.498 -2.827  0.189
H 2.910 1.624 -2.948  0.204
H 2.861 2.014 -0.594  0.200
H 1.792 -0.017 0.621  0.202
H 0.535 1.456 1.883  0.359
H 0.158 2.406 0.581  0.359
H 0.435 -0.691 -1.341  0.204
H -0.545 0.767 -1.202  0.215
H -1.015 -2.470 1.623  0.208
H 0.354 -2.438 0.518  0.206
H 0.320 -1.351 1.912  0.203
H -2.605 -0.496 1.724  0.203
H -1.321 0.655 1.927  0.201
H -2.458 0.814 0.563  0.220
H -2.686 -1.859 -0.197  0.353
H -1.444 -2.087 -1.230  0.353

=====

# 5
Formula: C4H2Cl2N2O6S
Source: OMol25
Level of theory: wB97M-V/def2-TZVPD

Calculated values
Highest occupied orbital energy in eV: -9.84
Kohn-Sham gap in eV: 7.676
Energy in eV: -55317.8676
Relative energy (zero: lowest compared OMol25 entry of this formula, charge and spin) in eV: 0.000
2S+1: 1

Each line ends with the natural charge from an NBO analysis.
Geometry (Å):
C 0.709 0.188 -0.937  -0.298
C 1.236 1.446 -0.425  0.550
C -0.486 0.054 -1.499  0.003
C 0.284 -1.854 1.962  0.021
N -1.010 -1.236 -1.717  0.478
N 1.003 -2.762 1.841  0.212
O -2.022 -1.328 -2.378  -0.335
O 0.697 2.511 -0.521  -0.525
O -0.477 -2.202 -1.195  -0.366
O 1.556 -3.765 1.572  -0.367
O -0.761 2.984 1.987  -0.825
O -1.934 1.881 0.044  -0.862
S -1.524 3.053 0.774  1.691
Cl 2.851 1.306 0.368  -0.044
Cl -0.242 -0.507 2.745  0.137
H 1.227 -0.715 -0.859  0.260
H -1.105 0.948 -1.760  0.271

=====

# 6
Formula: C18H38O41P2S8
Source: OMol25
Level of theory: wB97M-V/def2-TZVPD

Calculated values
Highest occupied orbital energy in eV: -9.57
Kohn-Sham gap in eV: 9.455
Energy in eV: -208474.5278
Relative energy (zero: lowest compared OMol25 entry of this formula, charge and spin) in eV: 7.998
2S+1: 1

Each line ends with the Mulliken charge.
Geometry (Å):
O -4.754 4.384 4.594  -0.509
C -5.643 3.488 4.313  0.409
O -6.942 3.917 3.858  -0.453
C -5.171 1.940 4.469  -0.189
O -5.324 1.312 3.162  -0.177
P -4.025 0.242 2.806  0.952
O -4.161 -1.035 3.699  -0.702
O -4.263 -0.295 1.185  -0.321
O -2.517 1.023 3.055  -0.339
P -1.207 0.170 2.327  1.023
O -1.048 0.716 0.870  -0.648
O 0.228 0.659 3.187  -0.526
O -1.408 -1.530 2.243  -0.228
H -6.893 3.978 2.859  0.323
H -4.091 1.935 4.873  0.296
H -5.845 1.482 5.299  0.273
H -4.125 -1.282 1.163  0.363
H -0.116 1.151 3.987  0.313
H -1.759 -1.903 3.112  0.336
C -7.604 2.698 0.094  0.023
C -7.245 2.399 -1.355  -0.486
O -6.616 1.117 -1.325  -0.333
S -7.272 0.233 -0.129  0.953
O -8.276 -0.621 -0.701  -0.616
O -6.210 -0.257 0.707  -0.352
O -8.022 1.450 0.647  -0.372
H -6.729 3.043 0.655  0.010
H -8.402 3.437 0.177  0.381
H -6.575 3.146 -1.781  0.384
H -8.140 2.320 -1.974  0.427
C 0.498 -4.376 -1.721  -0.198
C 0.813 -2.889 -1.809  -0.211
O -0.393 -2.230 -1.422  -0.342
S -1.169 -3.146 -0.327  1.167
O -0.848 -2.645 0.989  -0.554
O -2.518 -3.344 -0.775  -0.639
O -0.333 -4.520 -0.569  -0.364
H -0.069 -4.712 -2.594  0.236
H 1.400 -4.984 -1.620  0.232
H 1.113 -2.587 -2.813  0.253
H 1.595 -2.609 -1.096  0.319
C 4.520 -3.971 -3.701  -0.063
C 5.428 -5.124 -4.104  -0.310
O 4.743 -6.302 -3.679  -0.344
S 3.141 -6.050 -3.784  1.121
O 2.678 -6.607 -5.024  -0.560
O 2.547 -6.369 -2.514  -0.602
O 3.190 -4.434 -3.941  -0.323
H 4.615 -3.748 -2.633  0.114
H 4.720 -3.067 -4.279  0.396
H 6.412 -5.061 -3.638  0.243
H 5.544 -5.174 -5.191  0.315
C 7.454 -0.553 -0.059  -0.357
C 6.707 0.170 -1.172  -0.489
O 6.409 -0.834 -2.142  -0.354
S 6.180 -2.255 -1.387  1.134
O 4.766 -2.446 -1.210  -0.574
O 7.024 -3.235 -2.005  -0.480
O 6.818 -1.824 0.065  -0.071
H 8.502 -0.723 -0.330  0.285
H 7.408 -0.010 0.887  0.360
H 7.299 0.971 -1.619  0.324
H 5.759 0.578 -0.808  0.310
C -7.841 6.833 -0.930  -0.204
C -8.584 7.564 -2.038  -0.269
O -8.873 6.563 -3.016  -0.289
S -9.104 5.141 -2.265  1.190
O -10.516 4.942 -2.101  -0.603
O -8.243 4.162 -2.871  -0.583
O -8.479 5.558 -0.823  -0.325
H -6.793 6.668 -1.199  0.209
H -7.891 7.365 0.022  0.353
H -7.988 8.373 -2.476  0.119
H -9.535 7.968 -1.676  0.366
C 10.932 -3.854 1.358  -0.361
C 10.399 -5.127 0.714  -0.435
O 9.006 -5.145 1.021  -0.308
S 8.459 -3.613 1.094  1.088
O 7.855 -3.287 -0.173  -0.477
O 7.786 -3.433 2.348  -0.511
O 9.908 -2.877 1.170  -0.348
H 11.081 -3.989 2.434  0.310
H 11.866 -3.521 0.902  0.322
H 10.889 -6.024 1.097  0.351
H 10.504 -5.093 -0.375  0.263
C -3.498 8.890 -3.615  -0.345
C -4.022 7.615 -4.263  -0.355
O -5.417 7.592 -3.962  -0.252
S -5.968 9.118 -3.890  1.157
O -6.567 9.440 -5.154  -0.580
O -6.650 9.296 -2.636  -0.589
O -4.527 9.862 -3.807  -0.314
H -3.354 8.755 -2.539  0.278
H -2.564 9.229 -4.066  0.320
H -3.529 6.721 -3.879  0.338
H -3.912 7.652 -5.351  0.292
C 4.746 -4.440 5.568  -0.310
C 5.279 -5.692 6.254  -0.368
O 6.403 -6.092 5.473  -0.331
S 7.114 -4.768 4.849  1.189
O 8.222 -4.412 5.692  -0.638
O 7.241 -4.943 3.431  -0.404
O 5.902 -3.724 5.136  -0.316
H 4.153 -4.696 4.685  0.276
H 4.146 -3.825 6.242  0.297
H 4.536 -6.490 6.298  0.316
H 5.632 -5.468 7.265  0.293

=====

# 7
Formula: C4H10NO2
Source: OMol25
Level of theory: wB97M-V/def2-TZVPD

Calculated values
Highest occupied orbital energy in eV: -12.90
Kohn-Sham gap in eV: 7.600
Energy in eV: -9884.2762
Relative energy (zero: lowest compared OMol25 entry of this formula, charge and spin) in eV: 5.312
Net charge: +1
2S+1: 1

Each line ends with the natural charge from an NBO analysis.
Geometry (Å):
C -2.679 1.037 -0.930  0.199
C -1.020 0.725 -1.771  0.664
C 0.202 -1.408 0.159  -0.412
C 1.620 0.457 0.802  -0.424
N 0.313 -0.043 0.531  -0.612
O -1.937 -0.101 -1.336  -0.397
O -1.583 1.893 -1.396  -0.386
H -3.657 1.150 -1.589  0.257
H -2.893 1.040 0.184  0.243
H -0.127 0.541 -2.517  0.298
H -0.664 -1.472 -0.385  0.193
H 0.883 -1.464 -0.590  0.196
H 0.303 -2.052 1.060  0.207
H 1.910 0.233 1.769  0.193
H 2.328 -0.010 0.173  0.204
H 1.792 1.561 0.784  0.212
H -0.354 0.235 1.232  0.365

=====

# 8
Formula: CH4N2OS
Source: OMol25
Level of theory: wB97M-V/def2-TZVPD

Calculated values
Highest occupied orbital energy in eV: -8.66
Kohn-Sham gap in eV: 7.621
Energy in eV: -16956.9474
Relative energy (zero: lowest compared OMol25 entry of this formula, charge and spin) in eV: 8.242
2S+1: 1

Each line ends with the natural charge from an NBO analysis.
Geometry (Å):
C 0.628 -0.482 0.447  0.292
H 2.025 1.293 2.297  0.437
H -0.006 1.738 0.318  0.396
H 1.455 -1.200 0.927  0.194
H -2.601 -1.611 -0.885  0.106
N 0.726 0.887 0.692  -0.348
N 0.237 -0.923 -0.566  -0.619
O 0.916 0.884 2.033  -0.549
S -1.169 -0.259 -1.405  0.091

=====

Number 2 is which compound?
C33H57CaN4OP2S

=====

Which value of energy does entry 1 give?
-9808.7548 eV